[1]
48
Properties=species:S:1:pos:R:3:lowdin_charge:R:1 method="wB97M-V/def2-TZVPD" relative_energy_kj_mol=93.25 lumo_ev=-0.4362 multiplicity=1 total_charge=0 energy_ha=-4413.6279 largest_force_ev_per_a=1.3 homo_lumo_gap_ev=5.3
Sc -0.43626 0.01058 0.38209 0.610
Cl -3.41857 3.11540 -4.03269 0.681
Cl -1.33331 5.37846 -3.55150 0.690
Cl 1.27409 2.12942 -0.06579 0.690
Cl -3.15111 0.39375 -2.51789 0.649
Cl 1.04192 4.91161 -1.55477 0.690
S -1.31600 -2.45298 -0.34307 0.690
N 1.36937 -0.93883 -1.07781 0.076
N 1.35692 -4.11386 -2.64433 0.137
N 1.13184 -2.21950 -1.56879 -0.078
N 0.16969 -4.05062 -1.96509 0.040
C 1.32698 0.04241 4.23696 -0.074
C 0.36995 -1.94419 3.12976 -0.108
C -2.11533 2.85903 -2.93947 -0.705
C -3.04245 -1.54306 5.64191 -0.094
C -2.35547 0.63424 6.34169 -0.091
C -0.01441 -2.91041 -1.29108 -0.738
C -1.09128 -0.52115 4.61918 -0.180
C -0.92707 1.39977 -1.38282 -0.278
C -1.17989 3.87951 -2.72692 -0.701
C -0.04165 2.44139 -1.21888 -0.676
C -1.30415 0.58804 5.43988 -0.046
C -3.23431 -0.43469 6.45083 -0.110
C -0.12066 3.67867 -1.84678 -0.712
C 0.04604 -0.51847 3.59123 -0.631
C 3.25486 -2.54333 -2.89736 0.005
C -1.98665 -1.58215 4.74018 -0.040
C 1.93277 -2.98469 -2.39717 -0.323
C -0.36295 0.33221 2.39432 -0.233
C -1.97021 1.65246 -2.25994 -0.706
H -1.87132 -2.46097 4.12087 0.098
H -0.45833 -2.38949 2.57760 0.034
H 1.23530 1.10490 4.45963 0.067
H 1.28490 -0.25517 -1.82883 0.105
H 2.29515 -0.88735 -0.66360 0.120
H 1.23520 -1.90562 2.45747 0.066
H -0.64348 1.44205 5.36772 0.103
H 3.95196 -2.37913 -2.07420 0.090
H 2.15631 -0.06719 3.53463 0.070
H -0.47790 -4.81939 -1.99801 0.161
H 3.65616 -3.31900 -3.54347 0.092
H 3.16993 -1.61687 -3.46660 0.090
H 0.62730 -2.60477 3.96259 0.090
H 1.57811 -0.48500 5.16289 0.087
H -0.59296 1.35976 2.72941 0.005
H -3.71807 -2.38721 5.70906 0.097
H -4.05605 -0.40218 7.15465 0.094
H -2.48919 1.51208 6.96208 0.097

---

[2]
9
Properties=species:S:1:pos:R:3:lowdin_charge:R:1 method="wB97M-V/def2-TZVPD" relative_energy_kj_mol=375.07 lumo_ev="-0.0518 / -0.0538" multiplicity=1 total_charge=0 energy_ha=-589.9818 largest_force_ev_per_a=3.5 homo_lumo_gap_ev="7.9 / 7.9"
S -0.82511 1.72815 0.12343 0.696
O 2.38203 -0.39661 -1.72123 0.099
C 0.28300 0.41044 0.65696 -0.539
C 1.32700 -0.57789 -1.27784 -0.048
C -1.13509 -0.03998 0.72085 -0.464
H 0.31738 -0.86104 -1.67469 0.090
H -1.53611 -0.58211 -0.11766 0.031
H 0.83834 0.60066 1.64439 0.072
H -1.65143 -0.28163 1.64579 0.065

---

[3]
52
Properties=species:S:1:pos:R:3:lowdin_charge:R:1 method="wB97M-V/def2-TZVPD" s_squared=0.754 lumo_ev="-3.0588 / -7.3074" multiplicity=2 total_charge=+1 energy_ha=-1087.3560 largest_force_ev_per_a=5.4 homo_lumo_gap_ev="7.8 / 3.5"
O 2.00953 -4.59786 -0.63449 -0.053
O -2.20854 -6.69598 -3.19310 0.082
O -0.61950 4.15034 2.93807 0.126
O -0.14633 -3.01637 -5.90472 -0.050
O -0.31454 -3.47231 -2.46627 0.018
N 0.04801 3.14447 2.23816 0.099
N 0.37045 -1.45299 -1.68756 0.166
N -3.45514 -6.73331 -1.38297 0.155
N -1.22971 -1.47502 -3.09788 0.173
N -2.89735 -4.85675 -2.17449 0.152
C 1.12965 4.45400 0.45151 0.006
C 1.21513 2.49343 2.93678 -0.462
C 2.12614 1.78663 1.87150 -0.099
C 0.67008 1.48265 3.90594 -0.008
C 0.38774 2.09111 0.03020 -0.137
C 1.23297 1.02859 0.77917 -0.129
C -2.85657 -6.14649 -2.36422 -0.822
C 0.07210 3.40371 0.79300 -0.407
C -1.43879 3.72842 0.28051 0.005
C 2.21314 3.43646 3.65010 -0.005
C -0.42308 -2.23220 -2.36264 -0.700
H -2.05763 -4.34478 -2.40440 0.059
H 1.96710 4.17084 -0.18614 0.099
H 2.77398 1.00242 2.26320 0.133
H 1.61691 4.13265 4.23996 0.088
H 1.03088 -1.89400 -1.06352 0.113
H 1.93457 0.54586 0.09887 0.108
H 0.09539 -2.89686 -4.98628 -0.007
H 0.72820 5.25785 -0.16555 0.102
H 2.63831 2.90718 4.50286 0.105
H 0.82110 2.39523 -0.92258 0.127
H 1.57848 5.01296 1.27261 0.093
H -1.39758 -0.51094 -2.84792 0.108
H -3.88544 -6.15036 -0.67932 0.104
H -3.22499 -7.70405 -1.22558 0.127
H 0.62162 0.28082 1.28436 0.104
H 1.21224 -4.50907 -1.15665 -0.006
H 0.59559 -3.48310 -6.28936 0.037
H 0.56808 -0.55139 -2.09765 0.114
H -2.08999 2.87070 0.44892 0.087
H -0.54862 1.63875 -0.29647 0.101
H 2.96200 3.99590 3.08943 0.097
H -0.05614 0.95006 3.29189 0.093
H -1.99063 -1.90103 -3.60740 0.129
H -3.17675 -4.68739 -1.21880 0.090
H -1.51291 3.89688 -0.79385 0.096
H 1.32385 0.79195 4.43849 0.117
H -1.27065 3.75507 3.52233 0.153
H 0.18502 2.08052 4.67753 0.096
H 1.69690 -4.72356 0.26144 0.027
H 2.78983 2.45610 1.32430 0.112
H -1.81413 4.69427 0.61867 0.085

---

[4]
18
Properties=species:S:1:pos:R:3:lowdin_charge:R:1 method="wB97M-V/def2-TZVPD" s_squared=2.015 relative_energy_kj_mol=0.00 lumo_ev="0.8146 / -2.2268" multiplicity=3 total_charge=0 energy_ha=-1184.4999 largest_force_ev_per_a=4.8 homo_lumo_gap_ev="6.4 / 7.3"
Cl -3.57694 0.79694 0.42959 0.024
S -2.00703 -0.47710 0.00056 0.581
N -0.37136 -2.61064 0.38806 -0.070
C 1.66092 2.20439 -0.06467 -0.062
C -0.60470 0.62013 -0.01305 -0.600
C 1.56502 1.06650 -0.89838 -0.041
C 0.57414 2.53218 0.80546 -0.063
C 0.37938 0.27422 -0.87718 -0.117
C -0.24230 -3.65837 -0.26196 -0.173
C -0.56525 1.72732 0.78110 -0.138
H -1.41216 1.99241 1.50206 0.104
H -0.63702 -4.65951 -0.08294 0.059
H 2.49350 2.86690 0.01312 0.088
H 2.41089 0.72190 -1.44663 0.090
H 0.29461 -0.45733 -1.56710 0.063
H -0.82911 -2.76938 1.33700 0.078
H 0.05025 -3.60391 -1.37108 0.083
H 0.81715 3.43336 1.32604 0.093

---

[5]
12
Properties=species:S:1:pos:R:3:lowdin_charge:R:1 method="wB97M-V/def2-TZVPD" relative_energy_kj_mol=465.48 lumo_ev="-11.9127 / -11.1336" multiplicity=1 total_charge=+2 energy_ha=-442.3163 largest_force_ev_per_a=3.3 homo_lumo_gap_ev="9.0 / 9.3"
F 0.57524 -0.24250 1.91990 0.274
F 1.94567 0.98530 0.14021 0.298
N -2.53751 -0.52716 1.69887 0.306
N 0.05167 -0.17692 -0.28884 0.235
N 1.50154 0.62672 -1.99963 0.377
C 1.19511 0.48064 -0.76692 -0.270
C -0.21343 -0.45559 0.96398 0.024
H 0.98488 0.24607 -2.80006 0.201
H -2.43947 -0.12133 2.63311 0.063
H -2.73714 -1.53265 1.72362 0.064
H -0.67565 -0.44457 -0.97098 0.215
H 2.34909 1.16199 -2.25325 0.214

---

[6]
114
Properties=species:S:1:pos:R:3:lowdin_charge:R:1 method="wB97M-V/def2-TZVPD" smiles="CCCC[Si@@](Cl)(CCCCOC)CCCCOC=O.O=S1(=O)OCCO1.O=S1(=O)OCCO1.O=S1(=O)OCCO1.O=S1(=O)OCCO1.O=S1(=O)OCCO1.O=S1(=O)OCCO1" lumo_ev=0.0190 multiplicity=1 total_charge=0 energy_ha=-6192.6759 largest_force_ev_per_a=3.3 homo_lumo_gap_ev=9.4
Cl 1.71200 -2.35429 3.52773 0.417
S -6.64797 6.78870 -5.34580 0.601
S -4.37124 6.35673 0.16856 0.590
S -2.23116 11.19334 -2.57041 0.595
S -4.82315 0.19280 -0.46773 0.600
S -0.28075 -6.47973 -1.20508 0.587
S 7.97284 -3.79348 -2.09581 0.598
Si 2.04947 -2.58111 1.45442 0.360
O 4.47598 -0.67987 3.30943 -0.218
O -5.24963 5.26405 0.39026 -0.229
O -2.55801 11.08151 -4.13681 -0.186
O -7.32190 6.36287 -3.95523 -0.182
O -3.72880 6.80795 1.56167 -0.177
O -4.97912 0.51245 -1.83700 -0.213
O -2.32321 12.55486 -2.19366 -0.216
O -6.26968 0.22237 0.22793 -0.184
O -6.27875 8.15430 -5.24244 -0.227
O -4.13085 -0.96634 -0.03991 -0.218
O 1.11898 -6.27974 -1.12708 -0.221
O 8.21026 -3.04594 -3.27232 -0.210
O -7.42356 6.29415 -6.41798 -0.204
O -2.03397 -2.11885 4.16113 -0.014
O -0.94106 -3.25225 5.69180 0.106
O -0.56584 -7.91535 -1.86671 -0.184
O -0.82487 -6.82277 0.26692 -0.195
O -4.78192 7.51514 -0.53395 -0.209
O -4.19914 1.45589 0.29980 -0.187
O 7.14505 -5.11671 -2.47519 -0.189
O 9.33972 -4.52143 -1.67026 -0.186
O -1.14597 -5.53463 -1.80374 -0.204
O 7.38617 -3.22141 -0.93911 -0.222
O -3.52295 10.41295 -2.03083 -0.195
O -5.32093 5.89772 -5.21913 -0.183
O -1.08697 10.41039 -2.27639 -0.228
O -3.03435 5.79356 -0.51032 -0.191
C 8.01352 -6.25454 -2.48664 -0.165
C 9.09714 -5.92076 -1.48340 -0.165
C -0.93382 -8.86028 -0.85548 -0.163
C -6.59592 5.27463 -3.36690 -0.152
C -2.37947 6.32687 1.66108 -0.151
C -1.33762 -2.11174 1.85942 -0.181
C -5.17786 5.45357 -3.86436 -0.160
C -0.71651 -3.46899 1.56838 -0.284
C -1.59417 -8.02990 0.22428 -0.162
C -5.22284 2.13831 1.03790 -0.169
C 0.51926 -3.38600 0.65738 -0.241
C -2.54363 -2.29819 2.82311 -0.155
C 2.27273 -0.87608 0.65533 -0.255
C -6.22621 1.06178 1.38970 -0.158
C -1.89214 6.25439 0.22984 -0.148
C 3.71915 -0.48949 0.26507 -0.222
C -1.63626 -3.23938 4.76043 -0.436
C 5.84107 -0.67867 3.64532 -0.112
C 3.56062 -3.69296 1.25585 -0.279
C 4.67609 -5.80472 2.32087 -0.239
C 4.03806 0.49291 2.65060 -0.252
C -4.49205 10.30339 -3.08429 -0.161
C 4.43698 0.53009 1.19263 -0.167
C 3.38036 -4.98052 2.07345 -0.256
C -3.66437 10.19089 -4.34598 -0.164
C 5.94410 -5.22106 1.69334 -0.123
H 1.76359 -0.13632 1.27055 0.063
H -6.66587 5.31838 -2.28249 0.127
H -7.21247 1.46305 1.60546 0.137
H 2.89719 -4.81330 3.03161 0.066
H -1.78413 7.00181 2.26972 0.140
H -3.30131 -1.55184 2.62561 0.104
H -4.22133 10.47761 -5.23325 0.136
H 2.70162 -5.61233 1.50117 0.093
H 3.64976 -0.01557 -0.71047 0.097
H 4.83435 -5.85938 3.39749 0.097
H -1.49314 -4.05790 1.07631 0.105
H -1.05829 5.56950 0.10486 0.140
H -0.43943 -4.01294 2.47212 0.087
H 4.51095 1.35532 3.13571 0.116
H -4.65672 6.23582 -3.30582 0.122
H -1.61433 7.24010 -0.14934 0.138
H 5.83307 -5.01052 0.63516 0.057
H -4.79807 2.61448 1.91764 0.137
H -5.10055 11.21026 -3.08591 0.137
H 4.41431 -3.09305 1.55472 0.058
H -1.58399 -8.51931 1.19440 0.137
H 6.33419 0.28390 3.49228 0.087
H 10.00945 -6.48770 -1.64780 0.135
H 4.38356 1.52623 0.76404 0.109
H 0.23197 -2.74900 -0.18187 0.079
H -3.27240 9.17987 -4.47408 0.132
H -2.98836 -3.28239 2.68815 0.116
H 8.42197 -6.36516 -3.49351 0.134
H 7.46075 -7.15145 -2.21896 0.135
H -4.60190 4.53295 -3.82399 0.141
H -2.62146 -7.77175 -0.04312 0.135
H -7.02762 4.33664 -3.72191 0.137
H 6.14219 -4.27211 2.18800 0.063
H 1.70981 -0.92512 -0.27527 0.066
H 6.81427 -5.83258 1.91078 0.065
H -2.40070 5.33940 2.12684 0.133
H 5.49633 0.27285 1.17176 0.105
H 3.59320 -3.95576 0.20001 0.091
H -5.13084 9.43936 -2.92471 0.121
H 2.97281 0.59828 2.83462 0.105
H 4.38341 -1.33884 0.13467 0.086
H 8.75176 -6.07426 -0.45818 0.129
H 0.77065 -4.34841 0.22134 0.034
H -5.66098 2.89809 0.39218 0.109
H -1.65918 -1.63817 0.93643 0.105
H -1.60124 -9.61198 -1.26889 0.136
H 4.58537 -6.83240 1.97698 0.092
H -0.02515 -9.34223 -0.48833 0.134
H 6.37629 -1.40957 3.03493 0.082
H -0.63832 -1.43636 2.34252 0.084
H 5.99448 -0.95322 4.68590 0.085
H -5.88641 0.45861 2.23523 0.132
H -2.01396 -4.19302 4.35506 0.147